84
Properties=species:S:1:pos:R:3:forces:R:3:lowdin_charge:R:1 method="wB97M-V/def2-TZVPD" relative_energy_kj_mol=34.31 homo_lumo_gap_ev="7.14 / 7.16" e_lumo_ev="0.0247 / 0.0162" e_homo_ev="-7.11 / -7.14" multiplicity=1 total_energy_ha=-3550.2253
Co -1.381 -1.387 0.840 -1.247 -1.051 -1.086 0.442
C -3.357 0.192 4.267 -0.030 0.028 0.060 -0.094
C -3.145 -0.838 5.180 0.018 0.000 -0.010 -0.099
C -2.410 -1.943 4.793 -0.014 0.070 -0.026 -0.044
C -1.903 -2.015 3.493 0.069 -0.004 -0.039 -0.193
C -2.130 -1.007 2.538 -0.012 0.325 0.022 -0.143
C -2.858 0.108 2.978 0.034 -0.123 -0.198 -0.113
C -1.051 -3.113 3.032 0.113 -0.112 0.038 -0.197
C -0.807 -4.291 3.794 0.015 0.137 -0.123 0.010
C 0.024 -5.244 3.306 0.014 -0.058 -0.025 -0.002
C 0.636 -5.070 2.039 0.034 -0.058 0.073 -0.157
C 1.507 -6.028 1.473 -0.042 0.026 0.017 -0.037
C 2.053 -5.826 0.238 -0.006 0.044 -0.027 -0.082
C 1.740 -4.654 -0.483 0.017 -0.046 0.006 -0.070
C 0.902 -3.711 0.042 -0.038 -0.002 0.079 -0.009
C 0.338 -3.894 1.325 -0.127 0.127 -0.086 -0.179
N -0.499 -2.935 1.840 0.047 0.167 -0.049 0.099
H -3.928 1.063 4.570 0.013 0.000 -0.013 0.099
H -3.540 -0.770 6.185 -0.008 0.002 0.001 0.096
H -2.223 -2.729 5.515 0.005 -0.004 -0.026 0.097
H -3.067 0.918 2.285 -0.033 -0.026 0.064 0.081
H -1.295 -4.416 4.749 0.010 -0.006 0.000 0.103
H 0.220 -6.150 3.868 0.012 -0.001 -0.003 0.119
H 1.726 -6.928 2.036 0.004 -0.003 0.002 0.112
H 2.718 -6.562 -0.195 -0.002 -0.004 0.003 0.102
H 2.162 -4.506 -1.469 -0.003 0.005 0.002 0.105
H 0.643 -2.821 -0.511 -0.006 0.034 -0.028 0.081
C 5.472 3.137 -1.365 0.055 0.004 -0.002 -0.043
C 4.271 3.395 -2.281 0.014 -0.027 0.080 -0.524
C 4.091 4.912 -2.417 -0.041 0.014 -0.012 -0.041
C 4.593 2.826 -3.669 0.027 -0.003 -0.027 -0.040
C 2.960 2.750 -1.712 -0.015 -0.069 0.004 -0.420
O 1.934 2.793 -2.688 0.067 0.030 -0.054 -0.001
C 2.496 3.418 -0.382 0.014 0.023 -0.074 -0.094
C 1.341 4.436 -0.473 0.009 -0.114 0.005 -0.125
C -0.017 3.823 -0.746 0.019 0.016 0.042 -0.226
C -0.800 4.237 -1.817 0.042 -0.011 -0.045 -0.044
C -2.024 3.646 -2.090 0.023 0.008 -0.011 -0.095
C -2.476 2.625 -1.271 -0.030 -0.030 0.010 -0.651
Cl -3.993 1.849 -1.618 0.031 0.045 -0.015 0.685
C -1.735 2.210 -0.179 -0.070 0.049 0.014 -0.102
C -0.520 2.824 0.080 0.014 0.037 -0.031 -0.039
C 3.187 1.232 -1.487 -0.130 0.157 0.136 -0.042
N 1.943 0.522 -1.250 0.125 -0.144 -0.005 -0.094
C 1.366 0.230 -0.081 -0.149 0.283 0.084 -0.142
N 0.181 -0.306 -0.284 0.305 -0.395 0.338 0.034
C 0.101 -0.370 -1.643 -0.161 0.040 -0.009 -0.191
N 1.149 0.111 -2.263 -0.030 0.100 -0.005 0.145
H 6.349 3.640 -1.774 0.007 0.005 0.000 0.092
H 5.718 2.076 -1.300 -0.014 -0.004 -0.002 0.082
H 5.325 3.517 -0.353 -0.010 0.001 0.002 0.082
H 4.994 5.347 -2.849 0.009 -0.011 0.003 0.090
H 3.921 5.398 -1.457 -0.011 0.001 0.018 0.084
H 3.268 5.175 -3.087 -0.014 -0.014 -0.009 0.089
H 5.361 3.440 -4.142 0.016 -0.004 0.005 0.088
H 3.716 2.815 -4.313 -0.008 0.025 -0.004 0.090
H 4.988 1.811 -3.618 -0.018 -0.017 0.012 0.080
H 1.728 3.710 -2.896 -0.040 0.028 0.039 0.085
H 3.354 3.897 0.093 -0.043 0.027 -0.022 0.104
H 2.180 2.650 0.323 -0.012 -0.072 -0.003 0.088
H 1.554 5.209 -1.215 -0.005 -0.017 -0.061 0.103
H 1.295 4.961 0.485 0.048 -0.009 0.006 0.126
H -0.441 5.028 -2.469 -0.009 0.002 0.004 0.114
H -2.618 3.961 -2.936 -0.004 0.010 0.002 0.105
H -2.094 1.403 0.448 0.014 0.008 -0.062 0.068
H 0.048 2.496 0.941 0.011 0.002 0.048 0.114
H 3.815 1.074 -0.611 0.022 0.033 -0.022 0.136
H 3.664 0.770 -2.347 -0.070 0.038 -0.050 0.129
H 1.806 0.457 0.875 0.037 -0.075 0.018 0.142
H -0.760 -0.780 -2.145 0.015 -0.025 -0.029 0.112
C -4.429 -2.257 -1.709 -0.076 -0.063 0.013 -0.068
C -4.036 -2.265 -0.225 0.183 -0.151 -0.100 -0.731
C -4.071 -3.695 0.326 -0.082 -0.038 0.010 -0.057
C -5.003 -1.381 0.565 0.014 0.081 -0.057 -0.053
N -2.669 -1.824 -0.151 1.041 0.823 1.111 0.007
H -5.474 -2.551 -1.831 -0.021 -0.023 -0.007 0.078
H -3.802 -2.947 -2.275 0.019 0.005 0.013 0.074
H -4.304 -1.256 -2.125 0.017 0.014 0.017 0.052
H -5.055 -4.141 0.171 -0.051 -0.036 0.006 0.078
H -3.860 -3.689 1.397 0.030 0.021 0.002 0.072
H -3.322 -4.313 -0.172 -0.008 0.019 -0.013 0.076
H -6.015 -1.792 0.525 -0.015 -0.007 -0.029 0.081
H -5.027 -0.371 0.150 0.043 -0.024 0.020 0.052
H -4.697 -1.313 1.606 0.028 -0.034 0.069 0.060

***

6
Properties=species:S:1:pos:R:3:forces:R:3:nbo_charge:R:1 method="wB97M-V/def2-TZVPD" relative_energy_kj_mol=931.07 homo_lumo_gap_ev="9.49 / 8.28" e_lumo_ev="-1.2675 / -0.7822" e_homo_ev="-10.76 / -9.07" multiplicity=1 total_energy_ha=-592.6269
O 1.234 -1.309 -0.588 0.575 -0.976 -0.449 -0.011
O 0.260 -0.709 0.953 1.729 -2.358 1.958 -0.870
F 0.792 -0.227 -1.291 0.100 0.502 -1.403 -0.182
P -0.498 0.486 0.667 -2.712 2.436 0.576 1.138
H 0.053 1.549 -0.048 -0.047 0.024 -0.175 -0.024
H -1.842 0.210 0.306 0.354 0.372 -0.507 -0.050

***

15
Properties=species:S:1:pos:R:3:forces:R:3:nbo_charge:R:1 method="wB97M-V/def2-TZVPD" relative_energy_kj_mol=231.17 homo_lumo_gap_ev="7.15 / 8.24" e_lumo_ev="-3.7198 / -7.1672" charge=+1 e_homo_ev="-10.87 / -15.40" multiplicity=3 s_squared=2.01 total_energy_ha=-361.9595
C 0.684 -1.220 0.936 -1.924 6.094 0.361 0.204
C -0.249 -0.288 1.531 1.035 0.675 -2.418 -0.348
C 0.230 -0.098 0.021 -1.272 -0.804 5.070 0.108
C -0.535 -0.426 -1.136 -1.963 -1.899 -2.804 -0.150
N 0.964 1.187 0.029 0.431 -0.436 -3.044 -0.688
O 1.233 -2.244 0.873 3.076 -6.584 -0.579 -0.173
O -1.482 0.616 -1.501 -0.383 -1.585 0.309 -0.728
H -1.230 -0.336 1.893 -1.639 -1.032 0.038 0.256
H 0.306 0.439 2.057 0.236 0.862 1.456 0.179
H -1.007 -1.477 -0.996 0.452 1.878 0.115 0.243
H 0.131 -0.624 -1.992 -0.020 0.327 0.054 0.211
H 0.268 1.820 -0.435 0.966 0.153 0.328 0.476
H 1.827 1.039 -0.523 -0.364 0.846 0.084 0.454
H 1.195 1.466 0.957 0.223 0.524 0.769 0.446
H -2.334 0.147 -1.715 1.148 0.981 0.260 0.511

***

100
Properties=species:S:1:pos:R:3:forces:R:3:lowdin_charge:R:1 method="wB97M-V/def2-TZVPD" relative_energy_kj_mol=0.00 homo_lumo_gap_ev="4.75 / 6.72" e_lumo_ev="-0.3713 / -0.4808" e_homo_ev="-5.12 / -7.20" multiplicity=3 s_squared=2.05 total_energy_ha=-3311.3852
V -1.234 -1.551 0.019 0.075 -0.152 0.016 0.887
C -1.034 -5.583 1.631 -0.051 0.005 -0.026 -0.026
C -1.344 -4.143 1.378 -0.019 0.021 0.058 -0.288
N -0.706 -3.433 0.456 0.010 0.002 -0.018 -0.095
N 0.366 -3.984 -0.213 0.002 0.012 -0.014 0.101
C 0.935 -3.039 -0.902 -0.030 -0.111 0.104 -0.448
O 0.506 -1.807 -0.887 0.129 0.103 -0.135 -0.171
C 2.123 -3.356 -1.726 -0.001 0.034 -0.028 -0.145
C 2.748 -2.342 -2.446 0.017 0.010 -0.011 -0.034
C 3.857 -2.622 -3.232 -0.005 -0.003 0.005 -0.086
C 4.349 -3.917 -3.304 -0.003 -0.007 -0.002 -0.099
C 3.727 -4.932 -2.587 0.006 -0.007 -0.001 -0.088
C 2.621 -4.656 -1.802 -0.011 0.009 -0.002 -0.031
C -2.242 -3.367 2.146 -0.008 -0.033 0.010 -0.243
C -3.005 -3.852 3.236 0.015 0.008 -0.023 -0.024
C -3.685 -2.980 4.036 -0.003 0.005 0.005 -0.082
C -3.613 -1.594 3.768 -0.009 0.002 0.007 -0.086
C -2.912 -1.186 2.663 -0.018 -0.013 0.015 -0.167
N -2.265 -2.019 1.834 0.014 0.121 -0.057 -0.021
H -0.655 -6.038 0.720 -0.008 -0.011 -0.003 0.070
H -0.262 -5.695 2.398 0.003 0.000 0.000 0.087
H -1.920 -6.125 1.962 0.004 -0.001 0.006 0.070
H 2.348 -1.339 -2.386 -0.007 -0.001 0.005 0.110
H 4.336 -1.828 -3.791 -0.001 0.003 0.002 0.099
H 5.213 -4.137 -3.919 0.001 -0.003 0.000 0.097
H 4.106 -5.945 -2.644 0.002 0.001 -0.002 0.099
H 2.124 -5.437 -1.243 -0.001 -0.003 0.002 0.106
H -3.018 -4.914 3.438 -0.008 0.003 0.011 0.103
H -4.262 -3.345 4.876 0.000 -0.002 0.000 0.101
H -4.110 -0.867 4.393 0.001 0.003 0.000 0.095
H -2.862 -0.134 2.410 0.015 0.009 -0.015 0.103
C 6.466 9.863 1.929 -0.007 -0.003 -0.002 -0.078
O 6.494 8.711 2.754 0.004 -0.008 0.002 -0.076
C 5.664 7.689 2.436 -0.005 0.000 -0.006 -0.280
C 5.726 6.573 3.271 0.005 0.010 0.003 0.004
C 4.917 5.484 3.029 -0.007 -0.011 -0.004 -0.026
C 4.027 5.476 1.953 0.002 0.005 0.002 -0.158
C 3.976 6.592 1.127 -0.004 -0.007 0.001 -0.013
C 4.784 7.694 1.358 0.009 0.005 0.007 -0.006
C 3.147 4.341 1.667 0.000 0.019 -0.003 -0.260
N 2.303 4.277 0.663 0.008 -0.002 0.019 0.190
C 1.689 3.057 0.785 -0.023 0.001 -0.057 -0.167
C 2.168 2.372 1.874 0.008 -0.027 0.044 -0.125
N 3.106 3.207 2.435 -0.012 -0.027 -0.008 0.183
C 1.715 1.069 2.247 0.031 0.035 0.023 -0.064
C 2.175 0.311 3.332 -0.015 -0.019 -0.015 0.007
C 1.640 -0.934 3.553 0.016 0.032 -0.006 -0.023
C 0.651 -1.412 2.688 0.011 -0.063 0.012 -0.078
N 0.209 -0.712 1.663 0.020 0.037 -0.065 0.079
C 0.718 0.507 1.434 -0.027 0.035 -0.043 -0.120
C 0.189 1.223 0.284 0.066 -0.036 -0.016 -0.117
N -0.769 0.601 -0.433 -0.136 -0.048 0.187 0.066
C -1.249 1.206 -1.505 -0.061 -0.007 0.021 -0.090
C -0.809 2.465 -1.923 0.013 0.011 0.006 -0.015
C 0.155 3.116 -1.195 -0.013 0.004 -0.014 0.020
C 0.676 2.488 -0.058 0.012 0.026 0.033 -0.066
H 7.195 10.550 2.349 0.000 0.000 0.000 0.093
H 5.479 10.332 1.938 0.001 0.002 0.000 0.096
H 6.746 9.621 0.901 0.002 0.001 0.000 0.096
H 6.417 6.586 4.103 -0.001 -0.003 0.002 0.122
H 4.992 4.634 3.697 0.005 0.003 0.003 0.105
H 3.289 6.586 0.293 0.002 0.007 -0.003 0.114
H 4.719 8.545 0.697 -0.002 0.001 -0.004 0.104
H 3.656 3.027 3.255 0.008 0.009 -0.004 0.146
H 2.945 0.699 3.988 0.002 0.002 -0.001 0.114
H 1.973 -1.549 4.377 -0.003 -0.003 0.001 0.111
H 0.211 -2.392 2.828 -0.013 0.008 -0.013 0.117
H -2.015 0.674 -2.053 0.001 0.001 -0.005 0.107
H -1.239 2.906 -2.811 -0.006 -0.004 -0.001 0.113
H 0.523 4.093 -1.476 0.003 0.001 0.002 0.121
C -4.359 0.617 0.175 -0.025 -0.016 -0.014 -0.067
C -5.149 -0.520 -0.475 0.029 0.003 0.014 -0.363
C -5.269 -1.776 0.392 -0.015 0.030 0.009 -0.052
C -4.655 -0.863 -1.866 -0.031 -0.028 0.009 -0.149
C -5.549 -0.649 -2.909 -0.010 0.006 -0.040 -0.051
C -5.242 -0.977 -4.216 0.014 -0.001 0.032 -0.087
C -4.014 -1.555 -4.479 -0.030 0.008 -0.003 -0.049
C -3.080 -1.795 -3.478 0.060 -0.011 -0.043 -0.140
C -1.777 -2.442 -3.916 0.005 -0.005 0.014 -0.362
C -0.602 -1.463 -3.874 -0.024 -0.014 0.013 -0.055
C -1.486 -3.759 -3.196 0.010 0.012 -0.002 -0.048
C -3.384 -1.426 -2.142 0.082 -0.057 -0.058 -0.224
N -2.437 -1.595 -1.135 -0.126 0.095 0.023 -0.057
H -4.806 0.892 1.134 0.014 -0.011 0.013 0.079
H -4.369 1.500 -0.468 -0.011 0.002 0.007 0.083
H -3.322 0.337 0.340 0.013 0.009 0.003 0.025
H -6.165 -0.138 -0.610 0.000 0.002 -0.013 0.120
H -4.317 -2.293 0.475 0.008 -0.012 0.001 0.053
H -5.990 -2.463 -0.055 0.003 -0.001 -0.001 0.085
H -5.615 -1.523 1.396 0.004 -0.007 0.009 0.076
H -6.517 -0.218 -2.679 0.002 0.002 0.009 0.107
H -5.953 -0.800 -5.013 -0.001 -0.003 -0.004 0.098
H -3.764 -1.839 -5.495 0.009 -0.003 0.002 0.108
H -1.927 -2.697 -4.970 -0.002 0.006 -0.001 0.119
H -0.399 -1.130 -2.859 0.021 -0.001 -0.005 0.039
H -0.809 -0.593 -4.503 -0.001 0.004 0.004 0.082
H 0.305 -1.946 -4.246 0.001 0.003 -0.010 0.078
H -1.382 -3.622 -2.124 -0.006 -0.008 0.019 0.042
H -0.561 -4.199 -3.576 0.003 0.000 0.009 0.082
H -2.297 -4.471 -3.366 0.000 0.004 -0.004 0.084